(1)
{"formula": "C3H9BrN3O", "method": "ωB97M-V/def2-TZVPD", "orbital_gap_ev": 9.118, "charge": 1, "total_energy_ev": -79808.630, "multiplicity": 1, "e_lumo_ev": -4.74, "species": ["Br", "O", "N", "N", "N", "C", "C", "C", "H", "H", "H", "H", "H", "H", "H", "H", "H"], "xyz": [[-3.852917, -0.168335, -0.189587], [-2.385668, 0.678974, -0.886813], [0.149626, -0.155668, 0.527973], [1.312267, -1.989953, -0.156844], [1.969656, 0.136309, -0.969785], [1.213651, -0.744792, -0.282041], [0.278541, 1.217389, 0.933768], [-0.826452, -0.889065, 0.875296], [-0.416768, 1.434386, 1.743516], [-0.854670, -1.916307, 0.532305], [-1.597410, -0.513478, 1.531713], [2.670782, -0.241588, -1.590357], [1.677701, 1.078858, -1.160718], [1.297352, 1.418247, 1.264715], [2.040527, -2.468848, -0.668909], [-2.710719, 1.240574, -1.606798], [0.034509, 1.883297, 0.102564]], "forces_ev_per_angstrom": [[0.1, 0.2, -0.2], [0.0, 0.0, 0.0], [-0.1, -0.2, -0.1], [-0.2, -0.1, 0.3], [0.1, 0.3, -0.2], [0.5, -1.0, -0.2], [0.0, 1.2, 0.4], [-0.2, -0.4, 0.1], [0.1, -0.1, -0.1], [0.1, 0.1, -0.1], [0.1, 0.2, 0.0], [-0.1, 0.1, 0.1], [-0.1, 0.0, 0.0], [-0.1, -0.1, 0.0], [0.1, 0.2, -0.2], [-0.1, -0.1, 0.1], [0.0, -0.1, 0.0]]}

---

(2)
{"formula": "C10H13N2O6Sr", "method": "ωB97M-V/def2-TZVPD", "orbital_gap_ev": [5.343, 4.995], "charge": 1, "total_energy_ev": -26670.035, "multiplicity": 1, "e_lumo_ev": [-5.65, -5.87], "species": ["Sr", "O", "O", "O", "O", "O", "O", "N", "N", "C", "C", "C", "C", "C", "C", "C", "C", "C", "C", "H", "H", "H", "H", "H", "H", "H", "H", "H", "H", "H", "H", "H"], "xyz": [[0.876136, -1.491934, 0.395817], [2.651056, 1.448283, -1.539367], [-1.668351, 0.868299, -1.325991], [0.255681, -1.551598, 2.613699], [-2.250292, -2.001267, -2.845106], [-0.473190, 3.228396, -3.100152], [-0.286441, 2.079407, 0.669930], [1.051457, -1.977458, 4.690360], [-1.219978, -1.360703, 4.313628], [-1.351261, -0.313931, -1.234562], [2.139516, 0.526657, -1.083075], [-1.651379, -1.274480, 5.699167], [0.977787, -2.274897, 6.111771], [2.346741, -2.164822, 4.036439], [0.064186, 0.983833, 0.587865], [-1.971624, -1.391443, -1.867742], [0.022077, -1.633003, 3.881319], [-2.190852, -0.996950, 3.294540], [-0.095677, 2.176292, -2.860995], [2.301396, -2.965284, 3.293042], [-2.304190, -1.805971, 2.546478], [2.582287, -2.233297, 0.094059], [0.229838, -3.026489, 6.340810], [-2.692129, -0.904699, 5.689799], [-1.650147, -2.255933, 6.191555], [3.085707, -2.420291, 4.814076], [-1.047000, -0.566326, 6.277673], [0.781541, -1.359543, 6.710150], [-3.163558, -0.836445, 3.797768], [-1.901900, -0.073065, 2.765880], [1.966471, -2.658733, 6.415321], [2.655892, -1.236508, 3.532842]], "forces_ev_per_angstrom": [[-1.6, -0.2, 0.1], [-1.4, -2.8, 1.4], [-0.3, -2.8, 0.5], [-0.4, -0.1, 1.6], [1.7, 1.2, 3.4], [0.8, -2.2, 0.5], [1.3, -3.7, -0.1], [-0.3, 0.1, -0.5], [0.0, 0.0, -0.2], [0.6, 2.1, -0.4], [1.8, 2.9, -1.6], [-0.6, 0.1, 0.5], [0.5, 0.5, 0.8], [0.4, 0.2, 0.0], [-1.2, 5.0, 1.0], [-3.0, -1.1, -4.0], [0.8, -0.1, -1.0], [-0.7, 0.0, -0.4], [-0.5, 2.5, -0.9], [0.1, 0.1, 0.1], [0.0, 0.4, 0.4], [2.0, -0.7, -0.3], [0.1, -0.1, 0.0], [0.6, -0.2, 0.1], [-0.1, 0.4, -0.1], [-0.3, 0.2, -0.5], [-0.3, -0.2, -0.2], [0.2, -0.7, -0.3], [0.6, -0.1, -0.5], [-0.1, -0.3, 0.2], [-0.6, 0.1, -0.1], [0.0, -0.3, 0.2]]}

---

(3)
{"formula": "C25H17AuN4O5", "method": "ωB97M-V/def2-TZVPD", "orbital_gap_ev": [7.481, 6.016], "total_energy_ev": -46091.383, "multiplicity": 3, "e_lumo_ev": [-0.41, -2.33], "s2": 2.0295, "species": ["Au", "O", "O", "O", "O", "O", "N", "N", "N", "N", "C", "C", "C", "C", "C", "C", "C", "C", "C", "C", "C", "C", "C", "C", "C", "C", "C", "C", "C", "C", "C", "C", "C", "C", "C", "H", "H", "H", "H", "H", "H", "H", "H", "H", "H", "H", "H", "H", "H", "H", "H", "H"], "xyz": [[0.887354, -0.709163, 0.131067], [-1.234232, -0.565947, -0.055011], [0.968292, 0.271433, -3.896546], [4.282506, -2.855145, 1.282524], [-2.941999, 2.192829, 2.521489], [-0.963238, 0.792155, 1.672622], [1.680189, 0.065429, -1.718835], [2.890617, -1.351915, 0.207457], [0.016005, 2.097572, -1.065906], [0.945835, -1.880541, 2.006660], [5.032985, -1.229979, -0.981286], [3.229757, -2.254713, 1.165331], [2.977581, -0.204241, -1.888933], [3.659624, -0.961883, -0.843308], [-3.677150, 1.571525, 1.585664], [5.068963, -0.018369, -3.086738], [-5.024498, 1.917118, 1.464555], [-2.068584, 3.233041, -1.312604], [-2.278895, 2.628694, -2.541517], [1.344553, -3.506218, 4.186772], [2.356634, -3.323610, 3.257974], [-1.317915, 1.758375, -3.030008], [-0.201065, 1.519381, -2.243778], [0.137030, -2.851938, 4.009861], [-5.278888, 0.357366, -0.360742], [-1.692362, 0.261897, 0.808020], [0.857863, 0.576684, -2.731231], [-0.026142, -2.038687, 2.900921], [5.716277, -0.767056, -2.076584], [-5.810316, 1.314340, 0.503278], [-3.133136, 0.606350, 0.722513], [3.739779, 0.256602, -3.002710], [-3.947164, 0.014891, -0.244501], [2.121234, -2.496738, 2.175496], [-0.901521, 2.945041, -0.616735], [-3.497026, -0.715543, -0.903429], [-2.797306, 3.909903, -0.887480], [6.775123, -0.971519, -2.165912], [-0.673350, -2.960172, 4.716483], [3.323132, -3.797673, 3.347175], [-6.853803, 1.593024, 0.422839], [-2.028626, 1.817001, 2.439524], [1.499961, -4.147731, 5.044029], [-5.901637, -0.107572, -1.112833], [-1.420238, 1.257339, -3.981946], [-0.936387, -1.487972, 2.712644], [-5.426461, 2.663643, 2.136732], [5.527699, -1.799941, -0.212379], [3.241513, 0.822652, -3.773896], [5.640327, 0.340139, -3.932382], [-0.709118, 3.391247, 0.352143], [-3.179774, 2.828595, -3.106542]], "forces_ev_per_angstrom": [[-0.1, -0.4, 0.1], [-0.1, 0.1, 0.0], [-0.1, 0.0, 0.0], [0.0, 0.0, 0.0], [0.0, 0.0, 0.0], [-0.1, 0.0, 0.2], [0.2, -0.1, -0.1], [-0.1, 0.2, -0.3], [0.0, 0.0, 0.0], [0.0, -0.1, 0.2], [0.1, 0.0, 0.0], [0.0, 0.0, 0.1], [0.0, 0.0, 0.1], [-0.1, 0.0, 0.0], [0.0, 0.0, 0.0], [0.0, 0.0, 0.0], [0.0, 0.0, 0.0], [0.0, 0.0, 0.0], [0.0, 0.0, 0.0], [0.0, 0.0, 0.0], [0.0, 0.0, 0.0], [0.0, 0.0, 0.0], [0.0, 0.0, 0.0], [0.0, 0.0, 0.0], [0.0, 0.0, 0.0], [0.1, 0.0, -0.2], [0.1, 0.1, 0.0], [0.1, 0.0, -0.1], [0.0, 0.0, 0.0], [0.0, 0.0, 0.0], [0.0, 0.0, 0.0], [0.0, 0.0, 0.0], [0.0, 0.0, 0.0], [0.0, 0.1, 0.0], [0.0, 0.0, 0.0], [0.0, 0.0, 0.0], [0.0, 0.0, 0.0], [0.0, 0.0, 0.0], [0.0, 0.0, 0.0], [0.0, 0.0, 0.0], [0.0, 0.0, 0.0], [0.0, 0.0, 0.0], [0.0, 0.0, 0.0], [0.0, 0.0, 0.0], [0.0, 0.0, 0.0], [0.0, 0.0, 0.0], [0.0, 0.0, 0.0], [0.0, 0.0, 0.0], [0.0, 0.0, 0.0], [0.0, 0.0, 0.0], [0.0, 0.0, 0.0], [0.0, 0.0, 0.0]]}

---

(4)
{"formula": "C13H11F6N4PPdS", "method": "ωB97M-V/def2-TZVPD", "orbital_gap_ev": [7.991, 5.880], "charge": 3, "total_energy_ev": -59498.843, "multiplicity": 6, "e_lumo_ev": [-11.52, -14.23], "s2": 8.8236, "species": ["Pd", "S", "P", "F", "F", "F", "F", "F", "F", "N", "N", "N", "N", "C", "C", "C", "C", "C", "C", "C", "C", "C", "C", "C", "C", "C", "H", "H", "H", "H", "H", "H", "H", "H", "H", "H", "H"], "xyz": [[0.837465, 2.301171, 0.011927], [1.436126, 2.745277, 2.269937], [-0.947527, 4.423226, -1.418177], [0.537797, 4.439663, -0.605629], [-2.330675, 3.943152, -1.900225], [-1.529141, 5.138180, -0.180756], [-1.122313, 2.661807, -0.076412], [-0.643615, 5.591895, -2.339162], [-0.245966, 3.262341, -2.284752], [1.204760, 0.771148, -1.451825], [0.166957, 1.469659, 4.215531], [0.443402, 0.390205, 1.008279], [0.194097, 0.291166, 2.270997], [1.626964, 1.035587, -2.670535], [0.717359, -0.472566, -1.144449], [0.301376, -0.676236, 0.214979], [0.526494, 1.461500, 2.966683], [1.095739, -1.187105, -3.416187], [-1.364868, -4.385984, 1.740745], [0.531511, -3.100645, 0.769707], [1.602016, 0.063899, -3.691446], [0.641939, -1.460361, -2.126279], [-1.572118, -2.033955, 1.207358], [-0.034273, -4.325058, 1.287587], [-0.232728, -1.967965, 0.731090], [-2.130820, -3.252749, 1.700818], [1.990569, 2.036000, -2.871301], [1.563501, -3.093154, 0.439329], [0.358913, 2.257447, 4.827964], [1.968344, 0.325847, -4.675644], [-3.159509, -3.268620, 2.039437], [0.579827, -5.218271, 1.327773], [0.218167, -2.427363, -1.894272], [1.043630, -1.945078, -4.186848], [-1.764184, -5.321109, 2.112081], [-0.315870, 0.672206, 4.618168], [-2.193347, -1.145153, 1.173510]], "forces_ev_per_angstrom": [[-0.1, -0.1, 0.0], [0.1, 0.1, 0.0], [-0.1, 0.1, -0.1], [0.0, -0.1, -0.1], [0.0, 0.0, 0.0], [0.0, 0.0, 0.0], [0.1, -0.1, 0.1], [0.0, 0.0, 0.0], [0.0, 0.0, 0.0], [0.0, 0.1, 0.0], [0.0, 0.1, 0.0], [-0.1, -0.1, 0.1], [0.0, 0.1, 0.0], [0.0, 0.0, 0.0], [0.0, 0.0, -0.1], [0.0, 0.0, 0.0], [0.0, -0.2, 0.0], [0.0, 0.0, 0.0], [0.0, 0.0, 0.0], [0.0, 0.1, 0.0], [0.0, 0.0, 0.0], [0.0, 0.0, 0.0], [0.0, 0.0, 0.0], [0.0, -0.1, 0.0], [0.0, 0.1, 0.0], [0.0, 0.0, 0.0], [0.0, 0.0, 0.0], [0.0, -0.1, 0.0], [0.0, 0.0, 0.0], [0.0, 0.0, 0.0], [0.0, 0.1, 0.0], [0.1, 0.0, 0.0], [0.0, 0.0, 0.0], [0.0, 0.0, 0.0], [0.0, 0.0, 0.0], [0.0, 0.0, 0.0], [0.0, 0.0, 0.0]]}

---

(5)
{"formula": "C5H25N2O5S", "method": "ωB97M-V/def2-TZVPD", "orbital_gap_ev": 8.963, "charge": 1, "total_energy_ev": -29634.812, "multiplicity": 1, "e_lumo_ev": -2.58, "species": ["S", "O", "O", "O", "O", "O", "N", "N", "C", "C", "C", "C", "C", "H", "H", "H", "H", "H", "H", "H", "H", "H", "H", "H", "H", "H", "H", "H", "H", "H", "H", "H", "H", "H", "H", "H", "H", "H"], "xyz": [[-2.660921, 1.297739, 1.703163], [-0.544336, 3.490402, 0.958975], [1.513064, -0.681527, 2.818006], [2.429795, -2.967995, 0.509510], [-1.005736, 1.636489, -2.509833], [1.632741, 1.730379, 1.429475], [-0.240795, -2.251161, 0.200263], [1.082014, -1.707808, -2.673270], [-0.020828, -0.853700, -0.583644], [2.229117, -0.792966, -3.078271], [-1.056071, 0.151179, -0.036185], [-1.860441, -0.324806, 1.150876], [-0.074281, -0.988201, -2.143952], [2.001737, 0.272881, -2.927485], [2.512749, 1.944626, 1.743502], [2.660303, -1.150938, -4.098364], [-1.056006, -2.758414, 0.009775], [-0.961068, -1.316303, -2.506516], [-1.615411, 1.983782, 2.179818], [-0.352078, 4.434294, 0.767432], [-0.066792, -2.001909, 1.204795], [3.060262, -2.354028, 0.203152], [2.899420, -0.990031, -2.359394], [-2.646671, -0.867094, 0.960877], [1.297946, -0.159249, 3.595527], [-1.814267, 2.214595, -2.527194], [0.896404, -2.497596, -3.371858], [-0.602190, 1.166546, 0.106138], [-1.386393, -0.933776, 1.978220], [-0.320863, 2.223472, -3.022753], [1.780202, 0.040033, 2.197807], [1.070240, -0.639939, -0.265617], [1.128167, 2.342365, 1.872524], [-0.717589, 3.382351, -0.109345], [0.604138, -2.740786, -0.128040], [2.668663, -3.861730, 0.399064], [-1.808784, 0.349844, -0.810547], [-0.055093, 0.054959, -2.533094]], "forces_ev_per_angstrom": [[-0.5, -1.1, 0.6], [-0.4, 1.3, -5.2], [0.2, 0.6, -0.8], [-2.5, 0.7, 0.9], [0.6, 3.6, -1.6], [2.3, -2.2, -1.4], [3.2, 2.7, -0.4], [-0.1, -0.7, -1.4], [0.5, -0.4, 0.2], [-2.3, -1.7, -2.6], [0.5, -0.1, -0.9], [3.8, 4.1, 3.0], [3.6, 1.4, 1.2], [-0.3, -0.3, -0.9], [0.5, 0.0, -0.2], [-0.8, 1.2, 1.7], [-1.6, -0.7, -0.2], [-2.9, -1.5, -0.8], [0.2, -0.4, -0.1], [0.1, -0.1, 1.4], [-0.3, -0.7, -0.9], [1.5, 0.5, -0.6], [3.2, -0.5, 2.3], [-4.4, -2.9, -1.8], [-0.1, -0.2, 0.3], [0.9, -0.8, 0.0], [0.1, 2.1, 1.4], [-0.1, -1.3, 0.2], [0.0, 1.5, -0.6], [-1.9, -1.6, 1.3], [-0.5, -0.7, 0.4], [-1.9, -0.1, -0.5], [-2.5, 2.4, 1.3], [0.3, -0.8, 3.9], [0.0, -0.5, 0.4], [1.1, -1.3, -0.4], [0.3, -0.2, 0.1], [0.1, -1.0, 0.7]]}

---

(6)
{"formula": "C5H6O2", "method": "ωB97M-V/def2-TZVPD", "orbital_gap_ev": 10.651, "total_energy_ev": -9372.473, "multiplicity": 1, "e_lumo_ev": 0.87, "species": ["O", "O", "C", "C", "C", "C", "C", "H", "H", "H", "H", "H", "H"], "xyz": [[-1.753964, 0.389992, 0.425973], [-0.100644, 1.677989, 1.025768], [2.585968, -0.731173, 0.026362], [-0.475274, 1.229276, -0.146650], [1.455963, -0.447485, -0.274773], [0.086233, -0.134455, -0.653330], [-1.042994, -0.841093, 0.108665], [-0.734187, -1.373349, 1.013364], [-0.047313, -0.226149, -1.735918], [3.590164, -0.962824, 0.307465], [-0.789599, 1.951091, -0.914208], [-1.679576, -1.477254, -0.505620], [-1.094782, 0.945429, 1.322900]], "forces_ev_per_angstrom": [[0.1, 0.1, -0.3], [-0.4, -0.2, 0.3], [-0.4, 0.1, -0.1], [-0.4, -0.1, -0.1], [0.5, -0.1, 0.1], [0.1, -0.1, 0.0], [0.0, -0.3, -0.1], [-0.1, 0.1, -0.2], [0.1, 0.0, 0.1], [-0.2, 0.0, -0.1], [0.0, -0.1, 0.1], [0.1, 0.0, 0.1], [0.6, 0.6, 0.1]]}

---

Number 6 is which compound?
C5H6O2

---

Which formula does entry 4 have?
C13H11F6N4PPdS